111
Properties=species:S:1:pos:R:3 method="wB97M-V/def2-TZVPD" homo_lumo_gap_ev=6.55 energy_ha=-3171.5351 total_charge=-2 max_force_ev_per_a=0.9 de_lowest_kcal_mol=12.9
C 3.029 -2.253 -0.080
C -3.169 1.242 1.545
H -0.574 -2.283 2.184
H -6.193 -0.598 -1.547
H -3.852 2.733 -2.857
C -5.469 0.185 -1.350
N -0.656 3.153 0.974
S -1.422 -4.261 -0.251
O -2.089 -3.438 0.737
H -5.575 2.212 2.534
H 3.248 -2.825 -0.990
N 1.682 -2.521 0.365
H 3.387 -1.014 2.114
C -5.294 1.278 3.011
C 3.287 2.416 -2.262
C 3.287 -0.767 -0.405
H 2.411 -2.807 2.284
C -3.931 1.254 0.195
H 2.971 -0.087 -4.699
C -0.848 3.336 3.350
O -2.056 0.489 1.390
H 0.059 5.566 -0.674
H -5.151 -0.446 0.666
F -3.733 -4.408 -1.530
C 0.429 -1.972 2.479
H -3.301 3.468 1.335
C -4.615 -1.128 4.177
H 1.731 0.233 0.366
H 2.369 2.890 0.090
H -2.873 -1.043 2.887
C 2.203 4.149 -3.506
O 0.644 1.705 -1.384
H -3.206 -1.519 -4.310
C -5.784 -0.491 4.562
H -0.740 2.418 -3.461
H 1.350 4.791 -3.678
H 1.150 -3.082 -0.281
C -0.198 3.896 -2.001
N 2.736 0.215 0.515
O -0.534 -5.275 0.267
C 4.415 3.432 -4.128
F -2.355 -6.008 -2.006
H 2.258 4.141 2.313
C 0.466 3.764 3.448
H -6.430 -0.934 5.312
C -2.843 2.723 1.992
C 4.398 2.518 -3.081
C -2.212 5.458 -3.170
C 1.517 3.535 -0.137
H -3.268 2.909 2.981
C 1.454 -2.866 1.756
C -3.785 -0.562 3.216
C -0.491 5.166 -1.516
C 0.981 3.065 -1.492
H 1.109 -3.903 1.852
H 3.315 4.965 -5.147
Rb -1.296 -0.993 -0.577
H 3.749 -2.608 0.671
F -3.413 -6.018 -0.118
H 5.276 3.495 -4.784
C -1.381 3.055 2.094
H -1.712 6.919 -1.678
H -2.481 3.794 -4.504
C -4.112 0.647 2.624
C 3.317 4.248 -4.334
C -5.119 1.083 -2.346
H 0.180 -1.616 -6.272
H -2.419 -2.451 -5.593
N 0.231 0.331 -3.634
C 1.666 0.146 2.737
H -7.043 1.228 4.251
C 0.810 -0.103 -4.760
H -2.771 2.847 -0.664
H -5.564 1.013 -3.332
N 0.547 -0.569 2.196
H -2.199 -2.905 -3.899
C -2.802 -5.220 -1.014
N -0.958 -0.315 -3.476
H -1.468 3.225 4.230
C 1.215 3.848 2.293
H 0.901 4.001 4.413
C 2.141 0.420 -5.202
H 2.274 0.279 -6.278
H 1.932 4.545 -0.245
H -4.348 -2.080 4.622
C 2.966 -0.021 1.931
C -0.003 -1.066 -5.360
C -1.927 4.191 -3.661
H -2.993 6.059 -3.621
H 1.405 1.202 2.739
H 2.846 -0.552 -1.383
C -6.125 0.722 3.970
H 1.883 -0.133 3.788
H 0.522 1.278 -2.296
C -1.494 5.938 -2.086
C 2.170 3.225 -2.469
C -0.941 3.411 -3.075
H 4.373 -0.622 -0.511
H 2.241 1.485 -4.982
H 3.270 1.709 -1.441
H 5.248 1.869 -2.908
H -0.341 -0.067 2.205
H 0.519 -2.193 3.563
C 0.621 3.505 1.075
H 3.702 0.691 2.336
C -4.161 2.048 -2.079
C -4.881 0.273 -0.096
O -0.908 -3.496 -1.373
C -3.568 2.130 -0.828
C -1.102 -1.155 -4.499
C -2.294 -2.056 -4.581


9
Properties=species:S:1:pos:R:3 method="wB97M-V/def2-TZVPD" homo_lumo_gap_ev=6.49 energy_ha=-829.1587 total_charge=0 max_force_ev_per_a=2.9 de_lowest_kcal_mol=40.3
C 0.021 -0.820 -0.260
C 0.066 0.582 -0.042
H -0.453 1.109 -0.848
N 0.010 -1.849 -0.839
H -0.387 0.841 0.911
H 1.114 0.881 -0.023
H 0.056 -2.819 -0.402
S -0.467 -2.253 2.636
I 0.137 -4.169 1.420


8
Properties=species:S:1:pos:R:3 method="wB97M-V/def2-TZVPD" homo_lumo_gap_ev="9.64 / 6.76" energy_ha=-628.9600 total_charge=0 max_force_ev_per_a=1.7 de_lowest_kcal_mol=158.5
H -0.314 -1.254 1.174
F 0.274 2.290 -1.404
F 1.438 -1.876 1.845
H -0.242 -0.068 -1.334
C 0.386 -1.072 1.915
H 0.344 -0.541 2.843
F -0.968 1.275 -3.316
Si -0.917 1.247 -1.725


12
Properties=species:S:1:pos:R:3 method="wB97M-V/def2-TZVPD" homo_lumo_gap_ev=9.01 energy_ha=-447.7255 total_charge=0 max_force_ev_per_a=6.8 de_lowest_kcal_mol=236.5
O -1.491 0.710 -0.711
H 2.936 0.563 1.057
N 0.193 -1.203 -0.155
C -0.978 -0.582 -0.490
H 1.619 1.786 -0.540
N -2.829 0.814 -0.109
N 1.490 -0.569 -0.596
H 2.195 -1.089 -0.285
N -3.216 -0.356 0.181
H 0.442 0.588 1.349
C 1.691 0.628 0.286
O -2.051 -1.291 0.014


93
Properties=species:S:1:pos:R:3 method="wB97M-V/def2-TZVPD" homo_lumo_gap_ev=9.60 energy_ha=-2803.7834 total_charge=0 smiles="CC[C@H](I)[C@]1(CN)C[C@@H](C(F)(F)C(F)F)C(=O)N1.CCOC(=O)OC.CCOC(=O)OC.CCOC(=O)OC.CCOC(=O)OC" max_force_ev_per_a=1.3
H -0.090 2.739 5.674
H 4.139 -1.325 1.417
C -1.685 1.328 5.864
H 4.918 1.477 5.022
C -1.834 5.249 -0.033
C -4.219 -0.714 2.522
H 0.855 0.579 -9.672
H -1.690 -1.545 -3.541
O 4.491 2.362 2.728
H 0.540 -6.485 -0.503
C -1.304 -0.670 0.817
C -1.587 -6.179 -0.603
H -0.950 -4.707 -8.244
C -2.423 6.352 0.815
C -0.067 1.157 -9.718
I 1.991 -0.183 -1.391
O -0.412 5.419 -0.209
H 0.626 0.277 2.974
C 3.525 1.651 2.554
C 3.082 -1.558 1.613
H 1.882 -0.708 3.751
H -1.672 3.404 5.241
H -0.548 0.995 -10.682
O 1.623 5.155 0.470
H -3.676 -1.648 2.662
C 1.709 0.122 3.066
H -3.800 -0.185 1.668
H -1.052 0.445 5.785
C -1.753 -2.625 -3.638
O -1.452 -0.593 -8.727
C -0.332 -6.929 -0.985
H 0.737 0.850 0.644
N 3.038 -2.351 2.838
C -0.321 -3.829 -8.132
C 1.188 -0.150 0.616
C 4.067 0.938 5.454
H -2.016 4.269 0.407
H -2.461 -6.579 -1.114
F 4.093 -0.356 5.046
H -0.191 -6.919 -2.065
H 2.218 -2.950 2.869
O 0.477 -1.327 -7.794
H 0.553 -3.899 -8.778
H 0.009 -3.721 -7.100
C 2.316 -0.188 1.663
H 2.275 3.715 1.808
H 3.522 4.689 0.995
H 3.940 0.862 0.718
H 2.547 5.387 2.324
H -1.596 -0.321 -0.185
H -2.224 5.268 -1.049
F 2.861 2.889 5.290
H -1.404 0.180 1.507
H -0.842 2.288 4.146
C 0.113 -1.238 0.805
C 2.548 4.709 1.472
H 0.186 2.215 -9.634
O -2.038 -5.206 -3.064
H 1.666 2.252 3.373
C -0.601 -1.525 -8.299
H -0.977 -2.984 -4.313
H 0.322 -1.767 1.750
H 2.728 -2.117 0.734
O -1.895 -0.099 3.606
F 4.134 0.961 6.796
H -0.514 0.880 -7.621
H -2.728 -2.921 -4.018
O -1.144 -2.723 -8.518
H -2.037 6.304 1.832
C 2.759 1.569 4.984
O -0.055 4.419 1.788
N 3.222 0.956 1.426
O -1.475 -4.773 -0.912
H -1.756 -6.195 0.472
H -0.413 -7.966 -0.658
C -2.896 0.344 4.118
C 2.381 1.426 3.526
O -1.539 -3.134 -2.318
C -1.712 -4.448 -2.185
H -1.916 1.352 -8.608
H -1.915 1.514 6.910
C -1.042 2.515 5.194
H -3.508 6.243 0.853
O -4.139 0.095 3.700
O -2.965 1.019 5.261
H 3.851 -2.952 2.909
H -2.192 7.327 0.386
C -0.997 0.770 -8.591
H -2.037 -1.423 1.132
C 0.343 5.000 0.807
F 1.710 1.091 5.705
H -5.278 -0.900 2.376
H 0.185 -1.994 0.013


15
Properties=species:S:1:pos:R:3 method="wB97M-V/def2-TZVPD" homo_lumo_gap_ev=11.26 energy_ha=-362.1321 total_charge=+1 smiles="C[N@H+]1C=CO[C@@H]1O" max_force_ev_per_a=3.8 de_lowest_kcal_mol=51.0
H 1.168 -1.215 1.043
N -0.206 0.242 0.484
H -0.091 -0.942 2.261
H 1.240 0.264 2.071
C 0.800 0.806 -1.433
H -1.020 0.709 1.033
C 0.709 1.200 -0.172
H 1.175 1.876 0.525
C -0.759 -0.592 -0.568
H 1.483 1.075 -2.262
O -0.008 -0.223 -1.722
H -0.545 -1.768 -0.494
H -2.422 -0.689 -1.604
O -2.050 -0.259 -0.720
C 0.525 -0.484 1.557


15
Properties=species:S:1:pos:R:3 method="wB97M-V/def2-TZVPD" homo_lumo_gap_ev=7.93 energy_ha=-362.5178 total_charge=-1 smiles="CC[C@H](N)C(=O)[O-]" max_force_ev_per_a=1.2 de_lowest_kcal_mol=4.0
C 1.345 -0.593 -1.382
C -0.821 1.059 1.427
H -1.131 -1.430 -1.617
N -1.049 -1.053 -0.679
C 0.038 -0.076 -0.704
H 0.624 -0.537 1.292
O 2.246 0.271 -1.508
H 1.177 1.070 0.688
O 1.393 -1.818 -1.647
H -1.733 0.466 1.368
H -0.546 1.260 2.463
H -0.684 -1.836 -0.138
C 0.365 0.356 0.729
H -0.261 0.817 -1.256
H -0.962 2.045 0.962


9
Properties=species:S:1:pos:R:3 method="wB97M-V/def2-TZVPD" homo_lumo_gap_ev="7.73 / 8.30" energy_ha=-874.4547 total_charge=0 max_force_ev_per_a=2.9 de_lowest_kcal_mol=63.4
C -1.166 0.230 0.853
H 0.761 1.062 0.426
Cl 2.329 -1.229 0.211
C 0.083 0.399 -0.118
H -0.968 -0.366 1.736
C 0.978 -0.765 -0.678
H 0.466 -1.578 -1.180
I -2.983 -0.299 -0.011
H -0.292 0.931 -0.993